This record from the OMol25 dataset describes a molecular structure, C35H56BBiN8O. The level of theory is the ωB97M-V functional and the def2-TZVPD basis.

Each line ends with the Mulliken charge.
Cartesian coordinates (Å):
Bi 0.88482 -0.75099 -0.22578  1.93
C -3.34864 -3.45837 -1.78409  -1.87
C -2.00803 -2.81991 -1.41497  0.76
C -0.94530 -3.16162 -2.46346  -0.87
C -2.14464 -1.34409 -1.20098  -0.31
C -3.14838 -0.46577 -1.56759  -0.58
C -2.86155 0.75275 -0.94113  -0.24
C -3.55066 2.06614 -1.10289  1.48
C -4.90997 2.07382 -0.39913  -1.33
C -3.70064 2.37830 -2.59747  -1.67
N -1.75262 0.58851 -0.21314  1.17
N -1.28098 -0.66977 -0.40664  -0.50
B -1.22978 1.39426 1.00240  -0.09
N 0.04040 2.13761 0.55482  0.94
N 0.96776 1.46513 -0.17326  -0.17
C 1.94862 2.32011 -0.51776  -0.69
C 1.63090 3.56234 -0.00255  -1.02
C 0.42728 3.41574 0.68285  0.31
C -0.22203 4.52064 1.45407  0.09
C -1.62097 4.89252 0.96049  -1.41
C -0.19770 4.24382 2.95963  -1.42
C 3.14197 1.93577 -1.32023  1.77
C 2.87565 2.22179 -2.80310  -1.33
C 4.38912 2.68080 -0.83888  -1.80
N -0.81435 0.40364 2.11683  0.80
N 0.29691 -0.34856 1.87374  0.03
C 0.68078 -0.94575 3.01061  -0.51
C -0.20602 -0.57272 4.00384  -1.39
C -1.15444 0.26589 3.41325  0.07
C -2.32575 0.76619 4.21106  0.72
C -3.36312 1.66237 3.54156  -1.43
C -3.03272 -0.47123 4.80046  -1.55
C 1.81886 -1.89841 3.18143  0.46
C 2.85363 -1.91122 2.05772  -1.65
C 1.24174 -3.30751 3.37046  -1.39
H -3.25930 -4.54090 -1.75370  0.47
H -3.65191 -3.17428 -2.78747  0.37
H -4.12261 -3.16525 -1.08045  0.44
H -1.68391 -3.23808 -0.45356  0.12
H -1.25049 -2.78381 -3.43565  0.24
H -0.83749 -4.24155 -2.53048  0.49
H 0.02051 -2.73811 -2.19502  0.01
H -3.99580 -0.67347 -2.18672  0.62
H -2.92143 2.84047 -0.65807  -0.56
H -5.56640 1.31391 -0.81398  0.37
H -5.37828 3.04475 -0.52973  0.42
H -4.79435 1.89230 0.66653  0.21
H -4.41163 1.70718 -3.07086  0.36
H -2.74474 2.29362 -3.11111  0.32
H -4.06337 3.39509 -2.71759  0.47
H -2.05078 2.13221 1.37067  -0.58
H 2.20315 4.46000 -0.10427  0.55
H 0.41011 5.39482 1.27988  0.49
H -2.35621 4.13554 1.20529  0.12
H -1.61500 5.04834 -0.11534  0.34
H -1.93418 5.81811 1.43536  0.55
H -0.78739 3.37051 3.21971  0.20
H -0.59956 5.10719 3.48275  0.45
H 0.82249 4.08954 3.30135  0.38
H 3.30239 0.86015 -1.17566  -0.54
H 2.77912 3.29088 -2.96259  0.43
H 1.95772 1.74153 -3.13121  0.19
H 3.70607 1.86388 -3.40511  0.43
H 4.32104 3.73661 -1.08235  0.35
H 5.27806 2.27453 -1.31455  0.47
H 4.50313 2.58522 0.23857  0.40
H -0.16555 -0.87088 5.03050  0.76
H -1.89011 1.32413 5.04989  0.42
H -3.78464 1.18958 2.65843  0.18
H -2.95492 2.63408 3.27873  0.21
H -4.16725 1.82599 4.25512  0.52
H -3.45108 -1.08913 4.00714  0.39
H -3.84286 -0.14969 5.44941  0.44
H -2.35300 -1.07729 5.39368  0.39
H 2.31913 -1.61453 4.11290  0.56
H 2.50331 -2.50890 1.21697  0.13
H 3.77121 -2.36899 2.42271  0.62
H 3.09562 -0.90534 1.71959  0.29
H 0.65333 -3.59783 2.50194  0.24
H 0.60597 -3.35064 4.24931  0.44
H 2.04592 -4.02562 3.49718  0.44
C 0.59970 -1.00086 -4.98687  -1.77
C 1.31170 -0.93700 -3.66684  0.50
O 0.80001 -0.34743 -2.69936  -0.54
N 2.50897 -1.51994 -3.65413  0.11
C 3.45720 -1.58207 -2.56072  0.79
C 3.48107 -2.92156 -1.86101  0.41
C 4.64750 -3.66828 -1.78168  -0.85
C 4.61419 -4.88286 -1.11236  -0.52
C 3.41000 -5.31121 -0.57237  -0.96
C 2.31004 -4.47223 -0.66719  -0.20
N 2.34222 -3.29786 -1.28293  0.38
H -0.45336 -0.78042 -4.84666  0.33
H 0.71432 -1.97656 -5.45056  0.50
H 1.00675 -0.25620 -5.66932  0.40
H 2.81754 -1.96789 -4.50647  0.29
H 3.18624 -0.82062 -1.82827  -1.29
H 4.44680 -1.34632 -2.95763  0.63
H 5.55860 -3.30687 -2.23135  0.49
H 5.50426 -5.48546 -1.01540  0.47
H 3.33246 -6.26720 -0.08159  0.46
H 1.35965 -4.72927 -0.21762  0.45

* gap between HOMO and LUMO: 8.7 eV
* HOMO level: -14.23 eV
* F_max: 0.67 eV Å⁻¹
* multiplicity: 1
* net charge: +2
* E_tot: -57679.7053 eV

---

This record from the OMol25 dataset describes a molecular structure, C35H56N4ORhSi at a distorted geometry. The level of theory is the ωB97M-V functional and the def2-TZVPD basis.

Each line ends with the Mulliken charge.
Cartesian coordinates (Å):
Rh -0.24245 0.61174 0.12237  -1.23
C 0.69995 -3.51145 -0.96561  -1.79
C -0.18827 -2.26677 -0.92905  1.24
C -0.79078 -2.01377 -2.30921  -1.64
C 0.63485 -1.08460 -0.43900  -0.90
H 0.14048 -4.37701 -1.32401  0.43
H 1.09452 -3.75027 0.02435  0.36
H 1.54707 -3.35702 -1.63980  0.36
H -0.99281 -2.46437 -0.21974  -0.36
H -0.00678 -2.03800 -3.07186  0.41
H -1.28190 -1.04354 -2.36889  0.19
H -1.52480 -2.77984 -2.56594  0.41
H 1.27543 -0.74957 -1.27309  1.00
H 1.28793 -1.37402 0.39212  0.34
C 5.08592 4.33899 -5.05405  -1.44
C 5.58750 3.81952 -3.73345  0.80
C 5.49840 2.47246 -3.40252  -0.89
C 5.97156 1.98866 -2.18998  -0.16
C 6.52548 2.86277 -1.26691  0.08
N 7.01563 2.42397 -0.00464  -0.04
C 6.60923 1.34016 0.72607  0.22
O 7.34007 0.74382 1.48420  -0.65
N 5.28417 0.92183 0.55776  -0.04
C 4.13375 1.69309 0.40716  -0.74
C 4.08257 3.07955 0.50786  -0.38
C 2.86414 3.71264 0.33551  -1.44
C 1.72580 2.96439 0.11406  -0.45
N 1.76157 1.62933 0.04310  0.31
C 2.93888 1.02101 0.16402  -0.46
C 6.62588 4.21308 -1.58395  -0.28
C 6.17114 4.67955 -2.80514  -0.72
H 4.69803 3.53224 -5.67432  0.34
H 5.88393 4.83538 -5.60791  0.36
H 4.28739 5.06898 -4.91053  0.32
H 5.07232 1.77699 -4.11631  0.33
H 5.92096 0.92939 -1.97194  0.50
H 7.94099 2.72897 0.25807  0.28
H 5.15060 0.01154 0.97327  0.25
H 4.97372 3.65347 0.71847  0.65
H 2.79288 4.79004 0.39246  0.49
H 0.75944 3.43697 0.00472  0.53
H 2.95171 -0.05753 0.05864  1.05
H 7.06603 4.89735 -0.86676  0.43
H 6.26919 5.73311 -3.04030  0.40
C -0.93292 -2.45894 2.74768  -2.28
C -1.85839 -1.23297 2.72348  2.93
C -2.89426 -1.47704 1.62538  -1.78
C -2.61555 -1.16930 4.06677  -1.77
Si -0.86160 0.38882 2.40501  0.62
C -1.94601 1.97882 2.61967  2.84
C -1.33332 3.13271 1.81807  -1.60
C -2.06752 2.40200 4.09734  -1.73
C -3.37904 1.79046 2.10745  -2.06
C 0.77278 0.42275 3.46505  2.79
C 0.44958 0.03003 4.92477  -2.01
C 1.45105 1.79986 3.50626  -1.87
C 1.83713 -0.56756 2.96639  -1.43
H -1.54719 -3.36531 2.78873  0.57
H -0.28765 -2.46827 3.62255  0.48
H -0.30208 -2.52769 1.85802  0.38
H -3.39560 -2.43364 1.81343  0.62
H -2.42716 -1.54133 0.64406  -0.16
H -3.66067 -0.70486 1.60388  0.44
H -3.11886 -2.12922 4.22871  0.56
H -3.38402 -0.39660 4.07396  0.36
H -1.96086 -0.99830 4.91714  0.29
H -0.30763 3.35301 2.10672  0.31
H -1.92605 4.04211 1.97177  0.64
H -1.35787 2.92644 0.73748  -0.02
H -1.11903 2.69481 4.53920  0.34
H -2.49996 1.61203 4.71344  0.34
H -2.73614 3.26748 4.16421  0.55
H -3.41348 1.46931 1.06801  0.17
H -3.90523 2.74989 2.16822  0.63
H -3.94145 1.07814 2.70836  0.35
H -0.29882 0.67133 5.39072  0.32
H 1.36685 0.11415 5.51805  0.58
H 0.11192 -1.00016 5.00509  0.42
H 0.84029 2.57011 3.96879  0.27
H 1.74494 2.14737 2.51580  0.23
H 2.36487 1.71549 4.10585  0.63
H 1.50054 -1.59935 2.95836  0.22
H 2.70243 -0.50881 3.63715  0.69
H 2.18530 -0.31130 1.96729  -0.18
C -4.92144 2.21505 -4.06132  -1.55
C -3.92785 1.76667 -3.03397  0.95
C -4.20497 0.74162 -2.13690  -0.97
C -3.26797 0.37730 -1.18965  -0.51
N -2.07174 0.97176 -1.08204  0.65
C -1.79184 1.94681 -1.96042  -0.30
C -2.67605 2.36858 -2.92835  -0.92
H -5.77802 1.54594 -4.10720  0.38
H -4.46295 2.26571 -5.04928  0.39
H -5.28316 3.21586 -3.81832  0.33
H -5.15143 0.21769 -2.17230  0.41
H -3.47659 -0.41736 -0.49651  0.21
H -0.80848 2.40088 -1.88045  0.32
H -2.38385 3.16325 -3.60283  0.45

* gap between HOMO and LUMO (spin up / spin down): 7.8 / 7.8 eV
* HOMO level (spin up / spin down): -10.83 / -10.83 eV
* F_max: 1.42 eV Å⁻¹
* multiplicity: 1
* net charge: +1
* E_tot: -56093.3142 eV

---

This record from the OMol25 dataset describes a molecular structure, C35H57As3ClIrN6O2S2 at a distorted geometry. The level of theory is the ωB97M-V functional and the def2-TZVPD basis.

Each line ends with the Mulliken charge.
Cartesian coordinates (Å):
Ir 1.35937 0.88972 0.99308  1.42
C -2.23532 1.75203 -0.30434  -1.13
As -1.12543 1.03819 1.12241  0.95
C -1.80536 -0.77056 1.22551  -1.33
C -1.93157 1.70865 2.77852  -1.14
C -1.38422 2.96541 3.44957  2.49
C -1.58559 4.13154 2.47692  -1.84
C 0.09118 2.81687 3.91469  -1.22
As 1.54459 2.65885 2.61399  1.24
C 1.96681 4.39191 1.84381  -1.42
C 3.09363 2.47095 3.76252  -1.36
C -2.21730 3.27880 4.70748  -2.13
As -2.68994 2.00445 6.16583  0.31
C -1.13232 0.80559 6.26029  -0.90
C -3.92023 0.76303 5.26430  -0.93
H -2.18582 2.84000 -0.33923  0.47
H -3.25682 1.43830 -0.10036  0.50
H -1.91710 1.34185 -1.26219  -0.05
H -2.89089 -0.72844 1.31689  0.71
H -1.39226 -1.29860 2.09623  0.61
H -1.54968 -1.32189 0.32136  -0.16
H -1.88438 0.84367 3.44245  -0.31
H -2.98802 1.88519 2.55922  0.93
H -1.01305 4.00816 1.55842  0.03
H -1.30521 5.08197 2.93490  0.41
H -2.63632 4.20282 2.18893  0.51
H 0.19717 1.94044 4.55307  -0.18
H 0.38767 3.69059 4.50113  0.69
H 1.95775 5.14048 2.63502  0.51
H 1.28770 4.68516 1.05257  0.29
H 2.97531 4.31666 1.43819  0.41
H 3.21152 3.37460 4.35854  0.52
H 3.98493 2.32051 3.15570  0.43
H 2.95917 1.61792 4.42397  0.35
H -3.19486 3.66163 4.39664  0.59
H -1.73572 4.10865 5.23188  0.52
H -0.25544 1.34997 6.60990  0.31
H -0.90321 0.29265 5.32296  0.11
H -1.36973 0.05038 7.00905  0.47
H -4.72178 1.32413 4.78364  0.32
H -4.37048 0.14802 6.04229  0.43
H -3.44838 0.10331 4.53633  0.13
S 1.23070 -0.54697 2.86191  -0.22
C 2.91966 -0.75601 2.46812  0.12
N 3.23569 0.00349 1.43724  0.84
C 4.48558 -0.32084 0.91709  -0.92
C 5.07836 0.18491 -0.23402  -0.24
C 6.33561 -0.27055 -0.58325  -0.88
C 7.00545 -1.21251 0.20137  -0.60
C 6.42220 -1.73175 1.34105  -0.64
C 5.15018 -1.28624 1.68185  1.03
S 4.14264 -1.83446 2.99874  -0.20
H 4.55202 0.89989 -0.84711  0.38
H 6.81096 0.10320 -1.48032  0.44
H 7.98824 -1.55220 -0.09488  0.42
H 6.93807 -2.46768 1.94309  0.43
C -2.47203 -1.30604 -5.43931  -2.01
C -1.34546 -1.14732 -4.40424  2.62
C -2.00401 -1.01875 -3.02932  -1.22
C -0.63270 0.16999 -4.74715  -2.17
C -0.33554 -2.33720 -4.51152  1.68
O 0.20135 -2.31602 -5.84544  -0.68
C -0.88674 -3.77898 -4.32256  -1.45
C -0.96840 -4.52554 -2.98030  -1.42
C -2.09846 -4.20275 -2.03466  0.10
C -3.42474 -4.18232 -2.46479  -0.17
C -4.46176 -3.88818 -1.59440  -0.76
C -4.17359 -3.64095 -0.25991  0.29
Cl -5.44686 -3.21595 0.84003  -0.21
C -2.87694 -3.73349 0.20971  -0.89
C -1.84730 -4.00154 -0.68301  0.12
C 1.00941 -2.12544 -3.77170  -2.63
N 1.05540 -1.76421 -2.35069  1.28
C 1.09656 -0.55160 -1.81038  0.19
N 1.26228 -0.65786 -0.49688  -0.21
C 1.30449 -2.00379 -0.28397  -0.79
N 1.19965 -2.69531 -1.38565  -0.81
H -3.20273 -0.50934 -5.29065  0.49
H -3.01099 -2.24705 -5.34183  0.39
H -2.10357 -1.21254 -6.46162  0.51
H -2.49813 -0.04543 -2.97192  0.76
H -1.29990 -1.09578 -2.19717  -0.36
H -2.76477 -1.77676 -2.87169  0.06
H -1.37926 0.95543 -4.88089  0.55
H -0.06527 0.08196 -5.67252  0.40
H 0.04666 0.50904 -3.96062  0.29
H -0.43979 -2.70642 -6.44940  0.52
H -0.20384 -4.37580 -4.93200  0.42
H -1.85284 -3.84561 -4.82360  0.59
H -0.01931 -4.46746 -2.44861  0.43
H -1.08133 -5.57680 -3.26103  0.55
H -3.66108 -4.39363 -3.50183  0.42
H -5.48604 -3.85814 -1.94029  0.48
H -2.67857 -3.60096 1.26578  0.60
H -0.83098 -4.08246 -0.31561  0.51
H 1.55225 -1.34489 -4.30095  0.43
H 1.58143 -3.04579 -3.86860  0.45
H 1.03821 0.36716 -2.36890  -0.16
H 1.43240 -2.45372 0.68711  0.52
N 1.38133 3.10316 -2.75831  -0.41
C 2.13886 2.89396 -1.66074  0.39
N 3.43705 3.23332 -1.72137  -0.36
O 1.62244 2.40526 -0.63513  -0.78
H 1.70774 3.64916 -3.53788  0.20
H 0.38869 2.97303 -2.66310  0.23
H 3.83852 3.70208 -2.51533  0.20
H 3.99250 3.15241 -0.88814  0.25

* gap between HOMO and LUMO: 7.5 eV
* HOMO level: -12.62 eV
* F_max: 1.30 eV Å⁻¹
* multiplicity: 1
* net charge: +2
* energy relative to the best compared isomer or geometry (same formula, charge and spin): 0.4697 eV
* E_tot: -269794.3174 eV

---

- Which of these has the highest F_max?
  C35H56N4ORhSi

---

- The lowest net charge belongs to which entry?
  C35H56N4ORhSi